(1)
C25H54Cl16O8P2Si | ωB97M-V with the def2-TZVPD basis set

Results
calculated total energy	-269998.0163	eV
2S+1	1

Element x y z (Å)
1 C 0.6942 -0.8702 -6.8284
2 C 1.0209 -0.5884 -5.2989
3 O 2.0641 -1.0877 -4.8353
4 O 0.2086 0.1801 -4.4291
5 C 0.8208 1.4642 -4.1292
6 C 1.8858 1.3713 -2.9197
7 C 1.1315 0.7960 -1.6277
8 Si 2.1298 -0.4368 -0.5590
9 O 3.7117 0.0906 -0.1168
10 C 4.6091 0.1917 -1.2530
11 C 6.0976 0.4012 -0.6375
12 C 6.4094 -0.8870 0.2815
13 O 6.1065 1.5503 0.2290
14 P 0.9831 -0.6073 1.3672
15 C 0.0955 1.0385 1.6519
16 O 2.1689 -0.7450 2.6181
17 P 2.0342 -2.4461 -1.4707
18 O 3.1423 -2.7614 -2.4703
19 O 0.5479 -2.6649 -2.3098
20 O 2.1739 -3.5772 -0.1920
21 H 0.3149 -1.9514 -6.9053
22 H 1.6945 -0.8213 -7.3815
23 H -0.0619 -0.1178 -7.2116
24 H 1.3055 1.8336 -5.0995
25 H -0.0141 2.2127 -3.8822
26 H 2.1651 2.4595 -2.6713
27 H 2.7824 0.7697 -3.2617
28 H 0.1439 0.2666 -1.8995
29 H 0.8263 1.6680 -0.9467
30 H 4.4368 1.1081 -1.9101
31 H 4.6762 -0.7428 -1.8969
32 H 6.8868 0.4658 -1.4656
33 H 6.0490 -1.8467 -0.2365
34 H 5.8196 -0.8383 1.2606
35 H 7.5355 -1.0106 0.4648
36 H 5.7040 1.3105 1.0914
37 H -0.1293 1.1225 2.7694
38 H 0.7550 1.9438 1.4038
39 H -0.8913 1.0467 1.0826
40 H 2.8435 -1.4073 2.3216
41 H -0.1639 -2.2182 -1.8033
42 H 1.2645 -3.6128 0.1929
43 Cl 3.9774 -0.5376 5.3119
44 C 4.8311 -2.0906 5.4723
45 C 5.7108 -2.3858 4.2756
46 Cl 4.7630 -2.7206 2.8026
47 H 4.0854 -2.8725 5.6250
48 H 5.4429 -2.0238 6.3738
49 H 6.3140 -3.2746 4.4696
50 H 6.3869 -1.5567 4.0601
51 Cl 0.0809 0.8533 5.5623
52 C 0.0494 1.3114 7.2849
53 C 1.3564 0.9967 7.9802
54 Cl 1.6262 -0.7564 8.1382
55 H -0.7907 0.7989 7.7574
56 H -0.1428 2.3852 7.3240
57 H 1.3478 1.4081 8.9912
58 H 2.2077 1.4232 7.4472
59 Cl -3.6083 1.5481 5.5772
60 C -3.3512 -0.1525 6.0463
61 C -4.2447 -0.5694 7.1951
62 Cl -3.7929 0.2337 8.7200
63 H -2.2961 -0.2802 6.2918
64 H -3.5707 -0.7594 5.1662
65 H -4.1546 -1.6438 7.3650
66 H -5.2928 -0.3449 6.9916
67 Cl -1.1395 1.6553 -9.5553
68 C -2.2507 0.7028 -10.5722
69 C -2.8262 -0.4856 -9.8314
70 Cl -1.5940 -1.7273 -9.4909
71 H -1.7094 0.3944 -11.4676
72 H -3.0535 1.3736 -10.8760
73 H -3.5969 -0.9636 -10.4389
74 H -3.2771 -0.1880 -8.8836
75 Cl -2.8619 4.6520 9.2939
76 C -4.0292 4.7074 7.9487
77 C -5.4636 4.6683 8.4337
78 Cl -5.8905 3.0883 9.1363
79 H -3.8106 3.8759 7.2767
80 H -3.8463 5.6385 7.4092
81 H -6.1430 4.8361 7.5961
82 H -5.6552 5.4357 9.1851
83 Cl 0.0261 -6.6377 -6.3785
84 C 1.2029 -5.3170 -6.1610
85 C 1.6058 -4.6880 -7.4786
86 Cl 2.5794 -5.7923 -8.4827
87 H 2.0658 -5.7167 -5.6270
88 H 0.7257 -4.5695 -5.5244
89 H 2.2199 -3.8043 -7.2950
90 H 0.7348 -4.3815 -8.0606
91 Cl -1.1117 3.1136 -13.1832
92 C -2.3257 3.1493 -14.4872
93 C -3.7408 3.0534 -13.9555
94 Cl -4.0927 1.4483 -13.2652
95 H -2.1017 2.3370 -15.1803
96 H -2.1928 4.0944 -15.0168
97 H -4.4535 3.2111 -14.7670
98 H -3.9320 3.8020 -13.1854
99 Cl -5.8730 -2.1487 11.5622
100 C -6.2503 -0.4133 11.7073
101 C -5.9282 0.1295 13.0838
102 Cl -7.0191 -0.5182 14.3354
103 H -7.3032 -0.2740 11.4574
104 H -5.6511 0.1043 10.9557
105 H -6.0475 1.2144 13.0912
106 H -4.9031 -0.1019 13.3764

These are the Löwdin partial charges, in e, on atoms 1 to 2: -0.004, -0.413

(2)
C56H71N2O3P | ωB97M-V with the def2-TZVPD basis set

Results
calculated total energy	-77635.2423	eV
2S+1	1

Element x y z (Å)
1 C 2.0131 2.8256 3.2488
2 C 2.6571 4.0393 2.6038
3 C 1.7127 4.7710 1.6314
4 C 0.3439 5.0134 2.1878
5 C 0.1086 5.7952 3.2760
6 C 1.1512 6.5536 4.0732
7 C 2.1877 7.3155 3.2271
8 C 1.7796 5.7156 5.2170
9 C 2.9851 6.4026 5.8364
10 C -1.2294 5.9040 3.7288
11 P -1.6970 6.8939 5.2087
12 C -1.3005 5.8877 6.7108
13 O -3.3371 7.0002 5.2274
14 C -2.2362 5.3020 3.0949
15 C -2.0311 4.5421 1.9612
16 N -3.1262 4.0088 1.3535
17 C -2.8499 3.3229 0.2934
18 C -4.0538 2.7740 -0.4437
19 C -4.0299 1.3050 -0.9078
20 C -4.6539 0.3651 0.1455
21 C -3.9714 -1.0250 0.1061
22 C -2.8269 -1.1509 1.1455
23 C -1.5767 -1.6009 0.3647
24 C -0.3374 -1.5554 1.2420
25 C 0.8921 -1.9567 0.4678
26 O 1.1594 -0.9611 -0.5324
27 C 2.0987 -1.4121 -1.4077
28 C 3.5488 -1.4114 -1.0256
29 O 1.7616 -1.7886 -2.4985
30 C -1.5364 3.0986 -0.1743
31 N -0.4937 3.6051 0.4152
32 C -0.7419 4.3822 1.5212
33 H 2.7891 2.3058 3.8115
34 H 1.2334 3.0742 3.9584
35 H 1.6860 2.1278 2.4937
36 H 3.1456 4.7034 3.3021
37 H 3.4488 3.6508 1.9700
38 H 1.7035 4.1612 0.7415
39 H 2.1928 5.6985 1.3467
40 H 0.6136 7.3401 4.5984
41 H 3.0603 6.7314 2.9706
42 H 1.6888 7.6691 2.3321
43 H 2.5232 8.1720 3.7987
44 H 1.0201 5.6889 5.9862
45 H 1.9486 4.6895 4.9350
46 H 3.2773 5.9383 6.7704
47 H 2.6827 7.4122 6.1022
48 H 3.8276 6.4610 5.1601
49 H -2.1402 6.0098 7.3848
50 H -0.4486 6.3543 7.1817
51 H -1.1080 4.8421 6.5027
52 H -3.7622 6.1384 5.3248
53 H -3.2466 5.4208 3.4398
54 H -4.8815 2.8826 0.2466
55 H -4.2692 3.4351 -1.2786
56 H -3.0660 0.9286 -1.2226
57 H -4.6677 1.2637 -1.7856
58 H -4.6021 0.8250 1.1250
59 H -5.6972 0.2012 -0.1093
60 H -4.7114 -1.7939 0.3057
61 H -3.5615 -1.1941 -0.8817
62 H -2.6229 -0.1772 1.5744
63 H -3.0958 -1.8909 1.8906
64 H -1.7457 -2.6122 0.0023
65 H -1.4735 -0.9175 -0.4717
66 H -0.5209 -2.2025 2.0953
67 H -0.2424 -0.5430 1.6296
68 H 1.7247 -1.9978 1.1693
69 H 0.6964 -2.9186 0.0008
70 H 4.0752 -2.0103 -1.7509
71 H 3.9080 -0.3947 -1.1312
72 H 3.7275 -1.7909 -0.0292
73 H -1.3829 2.4941 -1.0518
74 C 2.3198 -6.2797 2.4195
75 C 2.5255 -5.4004 1.3663
76 C 1.8981 -5.6170 0.1475
77 C 1.0580 -6.7089 -0.0181
78 C 0.8478 -7.5848 1.0366
79 C 1.4812 -7.3719 2.2533
80 H 2.8096 -6.1117 3.3700
81 H 3.1749 -4.5437 1.4970
82 H 2.0619 -4.9330 -0.6764
83 H 0.5651 -6.8736 -0.9674
84 H 0.1874 -8.4330 0.9120
85 H 1.3176 -8.0575 3.0749
86 C -0.1661 -4.6675 -6.4195
87 C 0.7820 -4.8960 -7.4062
88 C 2.0455 -4.3323 -7.2993
89 C 2.3632 -3.5468 -6.1995
90 C 1.4175 -3.3188 -5.2079
91 C 0.1513 -3.8777 -5.3224
92 H -1.1529 -5.1055 -6.5071
93 H 0.5341 -5.5137 -8.2602
94 H 2.7829 -4.5058 -8.0729
95 H 3.3507 -3.1107 -6.1143
96 H 1.6634 -2.7078 -4.3477
97 H -0.5890 -3.6966 -4.5532
98 C -4.0049 -7.0027 -9.7159
99 C -3.8574 -7.2815 -8.3645
100 C -2.6147 -7.6386 -7.8610
101 C -1.5175 -7.7083 -8.7078
102 C -1.6642 -7.4261 -10.0584
103 C -2.9087 -7.0771 -10.5634
104 H -4.9748 -6.7271 -10.1090
105 H -4.7121 -7.2209 -7.7033
106 H -2.5004 -7.8619 -6.8080
107 H -0.5471 -7.9824 -8.3138
108 H -0.8078 -7.4786 -10.7183
109 H -3.0242 -6.8619 -11.6177
110 C -3.7081 -5.3535 3.7165
111 C -3.5526 -5.6043 5.0728
112 C -2.3172 -5.9952 5.5694
113 C -1.2345 -6.1269 4.7108
114 C -1.3882 -5.8736 3.3555
115 C -2.6264 -5.4904 2.8577
116 H -4.6728 -5.0516 3.3289
117 H -4.3953 -5.4954 5.7431
118 H -2.1978 -6.1963 6.6262
119 H -0.2690 -6.4272 5.0988
120 H -0.5459 -5.9733 2.6883
121 H -2.7474 -5.2974 1.7989
122 C 4.5062 8.3490 -1.8200
123 C 4.6768 8.0024 -3.1528
124 C 4.6134 6.6706 -3.5380
125 C 4.3705 5.6856 -2.5914
126 C 4.1969 6.0332 -1.2596
127 C 4.2683 7.3637 -0.8725
128 H 4.5585 9.3874 -1.5196
129 H 4.8598 8.7711 -3.8923
130 H 4.7523 6.4002 -4.5766
131 H 4.3162 4.6473 -2.8922
132 H 4.0053 5.2652 -0.5204
133 H 4.1374 7.6333 0.1682

These are the Löwdin partial charges, in e, on atoms 1 to 2: -0.095, -0.235

(3)
C3H8N2O | ωB97M-V with the def2-TZVPD basis set

Results
calculated total energy	-8266.9285	eV
2S+1	1

Element x y z (Å)
1 C -0.8602 -0.8713 -1.6936
2 C 1.2165 -1.1745 -0.5953
3 N 0.3207 -0.2792 -0.9012
4 H -0.5184 -0.6311 -2.7440
5 H -1.7230 -0.3749 -1.4732
6 H -0.9886 -1.9261 -1.5454
7 H 2.2507 -0.9692 -0.1347
8 H 1.0234 -2.2992 -0.8277
9 C -0.6417 1.1563 1.9696
10 N 0.3310 1.7488 1.1569
11 O -1.1805 0.0430 1.8404
12 H -0.9347 1.8294 2.7677
13 H 0.8108 2.5732 1.6781
14 H 0.8942 1.1748 0.5024

These are the Löwdin partial charges, in e, on atoms 1 to 2: -0.089, -0.092

(4)
C31H49F9N4O8S2 | ωB97M-V with the def2-TZVPD basis set

Results
calculated total energy	-101397.1993	eV
2S+1	1

Element x y z (Å)
1 C 4.9075 -1.9299 5.9326
2 C 3.5400 -2.7475 5.5962
3 C 3.7573 -4.2221 5.0184
4 N 2.4033 -2.1444 5.8877
5 C 1.5585 -1.7681 4.7370
6 C 0.7137 -3.0954 4.3327
7 N -0.7875 -2.8941 4.3793
8 O 0.5098 -0.9688 5.4211
9 C 0.1247 0.1977 4.6989
10 O -0.3924 1.2161 5.2017
11 C 0.5933 -0.1695 3.2107
12 C 2.0593 -0.7436 3.6071
13 C 3.0054 0.3232 4.3340
14 C 2.8914 1.8421 3.8420
15 C 2.5504 2.8182 5.1132
16 S 1.8156 4.3744 4.3351
17 C -0.0010 4.1609 4.1146
18 S -1.0207 4.8449 5.2798
19 N -0.6585 3.4264 3.0295
20 C -1.9308 2.7354 2.9622
21 C -2.2347 2.0855 1.5866
22 N -1.0314 2.4912 0.8518
23 C -0.1364 3.2720 1.6713
24 C 2.5376 -1.3877 2.2058
25 F 1.5110 -2.0574 1.4893
26 F 3.5351 -2.3890 2.5154
27 C 3.2305 -0.3689 1.1879
28 F 4.5015 0.1277 1.6535
29 F 2.4534 0.8230 0.9407
30 C 3.5245 -0.9690 -0.2866
31 F 4.7802 -0.4091 -0.7230
32 F 3.6903 -2.3697 -0.3328
33 C 2.4538 -0.5494 -1.4053
34 F 2.6788 -1.4311 -2.5202
35 F 1.1068 -0.7278 -1.0404
36 F 2.6395 0.7597 -1.9241
37 H 4.6949 -1.0198 6.5853
38 H 5.5861 -2.6658 6.5158
39 H 5.4776 -1.6660 4.9735
40 H 3.3084 -4.4051 3.9820
41 H 3.2734 -4.9608 5.7681
42 H 4.8763 -4.4848 4.9511
43 H 1.0588 -3.6149 3.3740
44 H 0.9207 -3.8574 5.1819
45 H -1.1440 -3.0285 5.3317
46 H -1.2475 -3.5098 3.6942
47 H 0.5187 0.7568 2.5500
48 H -0.2179 -0.8906 2.8672
49 H 2.8909 0.3443 5.4850
50 H 4.0940 -0.0098 4.1185
51 H 2.0956 2.0745 3.0676
52 H 3.9403 2.1868 3.4936
53 H 1.8333 2.3309 5.8571
54 H 3.4846 3.1730 5.6647
55 H -2.6159 2.6792 3.8727
56 H -3.1294 1.4682 1.2381
57 H 0.8511 3.6867 1.2928
58 C -8.7377 1.6217 -1.9638
59 O -8.3243 2.8381 -1.3715
60 C -8.2864 2.7572 0.0495
61 C -7.4384 3.8863 0.6238
62 O -6.0377 3.6125 0.5677
63 C -5.4342 3.7433 -0.7215
64 C -5.2553 5.1956 -1.1466
65 O -6.4688 5.7041 -1.6953
66 C -6.4648 7.1149 -1.7791
67 H -9.7363 1.3428 -1.6149
68 H -8.7665 1.7607 -3.0455
69 H -8.0215 0.8252 -1.7364
70 H -7.8718 1.7921 0.3627
71 H -9.3156 2.8469 0.4166
72 H -7.6720 3.9730 1.6891
73 H -7.6728 4.8481 0.1651
74 H -5.9730 3.1597 -1.4703
75 H -4.4405 3.2961 -0.6201
76 H -4.4860 5.2571 -1.9252
77 H -4.9511 5.7986 -0.2838
78 H -6.3947 7.5550 -0.7787
79 H -7.4060 7.4332 -2.2305
80 H -5.6366 7.4633 -2.4033
81 C 4.5175 -1.7556 -5.3673
82 O 3.9532 -2.8011 -6.1363
83 C 3.3974 -3.8269 -5.3203
84 C 2.4328 -4.6856 -6.1299
85 O 1.1414 -4.0907 -6.2672
86 C 1.0541 -3.0149 -7.2038
87 C 1.0859 -3.4859 -8.6528
88 O 2.4300 -3.7040 -9.0735
89 C 2.4986 -4.4602 -10.2655
90 H 5.3112 -2.1393 -4.7194
91 H 4.9431 -1.0193 -6.0507
92 H 3.7443 -1.2649 -4.7684
93 H 2.8686 -3.3871 -4.4672
94 H 4.2242 -4.4475 -4.9547
95 H 2.2642 -5.6141 -5.5763
96 H 2.8470 -4.9622 -7.1007
97 H 1.8116 -2.2550 -7.0031
98 H 0.0792 -2.5531 -7.0203
99 H 0.6558 -2.7116 -9.2990
100 H 0.5057 -4.4100 -8.7540
101 H 2.0815 -5.4601 -10.1058
102 H 3.5486 -4.5652 -10.5436
103 H 1.9660 -3.9543 -11.0762

These are the Löwdin partial charges, in e, on atoms 1 to 2: -0.054, -0.280

(5)
C28H47BrCuN2OP2 | ωB97M-V with the def2-TZVPD basis set

Results
calculated total energy	-168069.4012	eV
2S+1	2
net charge	+2

Element x y z (Å)
1 N 7.8375 -0.6016 -6.2746
2 C 8.0083 -1.3803 -5.2040
3 C 7.0861 -1.4490 -4.1534
4 C 5.9183 -0.6502 -4.2131
5 C 5.7702 0.2079 -5.3307
6 C 6.7541 0.1751 -6.3341
7 C 4.8955 -0.7074 -3.1796
8 Cu -0.0336 -0.0191 1.0662
9 P -5.4676 -1.7526 0.6352
10 C 3.6767 -0.1105 -3.3172
11 C 2.6456 -0.2124 -2.3299
12 C 1.3167 -0.1878 -2.7908
13 C 0.2944 -0.5803 -1.9382
14 C 0.6202 -0.7846 -0.6104
15 C 1.9240 -0.8637 -0.1100
16 C 2.9530 -0.4996 -0.9890
17 Br -1.6794 -1.6247 -0.0739
18 H 5.1323 -1.3507 -2.3246
19 H 3.3897 0.3099 -4.2922
20 H 7.2882 -2.1215 -3.3162
21 H 4.9316 0.9046 -5.4284
22 H 8.9158 -1.9802 -5.1804
23 H 6.6655 0.8068 -7.2154
24 H 1.1399 0.0246 -3.8451
25 H 3.9984 -0.4785 -0.6781
26 H -0.7301 -0.7139 -2.3151
27 H 2.1557 -1.1705 0.9168
28 P -0.4766 2.0526 0.6811
29 C -4.4510 -3.2675 0.5303
30 C -5.2132 -4.4007 -0.1579
31 H -4.1639 -3.5519 1.5533
32 H -3.5206 -3.0282 -0.0124
33 H -4.6423 -5.3328 -0.0926
34 H -6.1837 -4.5660 0.3233
35 H -5.3805 -4.1946 -1.2211
36 C -5.1549 -0.7903 -0.8881
37 C -6.4428 -0.0654 -1.2982
38 H -4.8399 -1.5054 -1.6586
39 H -4.3202 -0.1006 -0.7216
40 H -6.3576 0.3295 -2.3137
41 H -7.2975 -0.7515 -1.2733
42 H -6.6672 0.7803 -0.6396
43 C -4.7559 -0.7453 1.9782
44 C -5.5340 -1.0971 3.2602
45 H -4.8718 0.3202 1.7174
46 H -3.6783 -0.9646 2.0565
47 H -5.3622 -0.3529 4.0450
48 H -6.6147 -1.1330 3.0539
49 H -5.2256 -2.0761 3.6513
50 C -1.0519 2.8125 2.2430
51 C -0.6935 4.2814 2.4103
52 H -0.6366 2.1890 3.0504
53 H -2.1445 2.6708 2.2358
54 H 0.3530 4.4192 2.7009
55 H -0.8781 4.8666 1.5026
56 H -1.3133 4.7068 3.2034
57 C -1.8821 2.1849 -0.4714
58 C -1.5973 2.6199 -1.9074
59 H -2.5823 2.8707 0.0282
60 H -2.3082 1.1691 -0.4591
61 H -1.2040 3.6467 -1.9654
62 H -0.8940 1.9405 -2.4161
63 H -2.5490 2.5898 -2.4556
64 C 0.8422 3.0500 -0.0513
65 C 2.1241 3.0087 0.7857
66 H 0.4647 4.0764 -0.1965
67 H 1.0261 2.6267 -1.0533
68 H 2.9922 2.9277 0.1189
69 H 2.2362 3.9250 1.3797
70 H 2.1550 2.1423 1.4563
71 C 2.7717 -0.0172 4.7282
72 N 1.7649 -1.0737 4.6136
73 C 1.9382 -2.2725 5.4300
74 C 0.8488 -1.0585 3.6518
75 O 0.7355 -0.0824 2.8552
76 H 3.3796 -0.2658 5.6049
77 H 2.2945 0.9597 4.8714
78 H 3.4180 0.0211 3.8393
79 H 0.9981 -2.5287 5.9522
80 H 2.2270 -3.1442 4.8128
81 H 2.7270 -2.0721 6.1612
82 H 0.1853 -1.9384 3.5928

These are the Löwdin partial charges, in e, on atoms 1 to 2: 0.064, -0.127